This record from the OMol25 dataset describes 2 unconnected molecules or ions with the total composition C3HN2O2 at a distorted geometry. The level of theory is ωB97M-V with the def2-TZVPD basis set.

```
8
Properties=species:S:1:pos:R:3
C 0.729 -1.458 -0.054
C 2.434 0.778 0.030
C -1.477 -0.454 -0.115
N 1.236 0.498 0.044
N -2.521 0.050 -0.042
O -0.505 -1.204 0.027
O 3.457 1.274 -0.087
H -3.353 0.516 0.196
```

Properties
Calculated total energy ... -10186.681 eV
E_HOMO (alpha / beta) ... -14.87 / -14.87 eV
Energy above the lowest of the compared OMol25 structures with the same formula, charge and spin ... 139.8 kcal/mol
Kohn-Sham gap (alpha / beta) ... 7.518 / 7.519 eV
Multiplicity ... 1
Total charge ... +1